(1)
{"formula": "C12H26N2O3", "method": "ωB97M-V/def2-TZVPD", "symbols": ["C", "C", "C", "C", "C", "C", "O", "N", "H", "N", "H", "H", "H", "C", "C", "C", "O", "C", "C", "C", "H", "H", "H", "H", "H", "H", "H", "H", "H", "O", "H", "H", "H", "H", "H", "H", "H", "H", "H", "H", "H", "H", "H"], "coordinates": [[-0.40991, -2.60173, 3.15561], [0.02411, -1.14478, 3.05235], [0.57775, -0.82113, 1.66659], [0.99734, 0.64394, 1.56386], [1.55902, 1.07296, 0.20061], [2.91555, 0.42938, -0.06618], [3.27411, -0.66577, 0.31755], [3.73778, 1.20571, -0.81391], [3.41662, 2.05233, -1.25937], [4.95677, 0.70767, -1.32273], [5.71694, 0.96813, -0.69168], [4.88957, -0.31147, -1.29594], [1.71390, 2.15893, 0.23488], [0.65926, 0.76242, -1.00565], [-0.62469, 1.61072, -1.08920], [-1.83396, 0.93705, -0.42608], [-2.01974, -0.31856, -1.04686], [-2.98698, -1.14388, -0.43934], [-4.43122, -0.70444, -0.69200], [-5.41670, -1.74461, -0.17656], [-6.43842, -1.41957, -0.35551], [-5.26540, -2.69720, -0.67910], [-5.28654, -1.89716, 0.89271], [-4.61827, 0.25000, -0.19590], [-4.56852, -0.55975, -1.76549], [-2.80233, -1.20554, 0.64415], [-2.82361, -2.13282, -0.87774], [-2.71231, 1.58031, -0.57732], [-1.67571, 0.81080, 0.65165], [-0.93697, 1.89248, -2.43407], [-1.25404, 1.06856, -2.82520], [-0.46102, 2.58713, -0.61884], [0.39700, -0.29472, -1.02256], [1.22560, 0.97524, -1.91679], [0.14737, 1.28821, 1.80504], [1.76940, 0.83457, 2.31427], [-0.18540, -1.04866, 0.92214], [1.44306, -1.45092, 1.46379], [-0.82989, -0.49500, 3.26654], [0.78800, -0.94041, 3.80575], [-1.18580, -2.82324, 2.42509], [-0.80005, -2.81869, 4.14765], [0.43375, -3.26075, 2.96530]], "forces_ev_per_angstrom": [[0.03, 0.24, 0.12], [-0.03, -0.16, -0.26], [0.00, 0.22, 0.36], [0.15, -0.16, -0.23], [-0.05, -0.25, 0.06], [0.01, 0.58, 0.04], [-0.01, -0.38, 0.12], [0.57, 0.27, -0.22], [-0.08, -0.25, 0.06], [0.02, -0.06, 0.05], [-0.32, -0.14, -0.05], [-0.02, 0.26, 0.02], [0.03, -0.05, -0.05], [-0.12, 0.28, 0.04], [-0.02, -0.40, 0.40], [0.11, 0.31, -0.03], [0.22, 0.22, -0.11], [-0.35, -0.09, -0.09], [0.27, -0.10, 0.07], [0.13, 0.19, -0.07], [-0.11, -0.05, 0.03], [-0.03, -0.13, -0.02], [-0.05, -0.07, 0.12], [-0.01, 0.05, -0.06], [0.03, 0.07, -0.01], [0.03, -0.04, -0.05], [-0.06, 0.01, 0.13], [0.11, -0.06, 0.04], [0.02, -0.04, 0.02], [-0.18, 0.02, -0.43], [-0.01, 0.03, -0.04], [-0.03, -0.10, 0.05], [0.06, -0.04, -0.06], [-0.08, -0.02, 0.03], [0.01, 0.04, 0.07], [-0.06, 0.07, 0.07], [-0.08, -0.07, -0.13], [-0.07, -0.03, -0.08], [0.01, 0.07, 0.07], [0.00, 0.09, 0.05], [-0.09, -0.07, -0.07], [-0.05, -0.11, 0.06], [0.06, -0.13, -0.02]], "lowdin_charge": [-0.113, -0.267, -0.215, -0.154, -0.233, -0.470, 0.065, -0.025, 0.138, 0.035, 0.083, 0.079, 0.141, -0.092, -0.345, -0.166, -0.153, -0.232, -0.236, -0.110, 0.070, 0.072, 0.073, 0.104, 0.116, 0.121, 0.131, 0.131, 0.118, -0.020, 0.097, 0.153, 0.122, 0.125, 0.109, 0.125, 0.096, 0.109, 0.105, 0.109, 0.062, 0.067, 0.073], "relative_energy_kcal_mol": 4.1, "lumo_energy_ha": 0.031, "homo_energy_ev": -9.3, "smiles": "CCCC[C@H](C[C@@H](O)COCCC)C(=O)NN", "fmax_ha_per_bohr": 0.013, "homo_lumo_gap_ha": 0.3742}

---

(2)
{"formula": "C7H9NO", "method": "ωB97M-V/def2-TZVPD", "symbols": ["C", "C", "C", "C", "N", "C", "O", "C", "C", "H", "H", "H", "H", "H", "H", "H", "H", "H"], "coordinates": [[-2.15599, -0.69002, 1.06084], [0.19926, -0.04934, 0.50616], [-1.04039, -0.52051, 0.08487], [0.95239, 0.80740, -0.39246], [-1.29256, -0.89912, -1.19669], [0.80163, 1.93413, -1.07496], [0.43873, -0.00821, 1.88586], [2.05017, -0.21942, -0.25190], [3.12899, -0.77637, -0.13205], [1.34947, 0.29417, 1.99448], [-2.25071, -0.88416, -1.50950], [-0.59239, -0.64025, -1.88051], [-1.89535, -0.24595, 2.01819], [-2.34830, -1.74868, 1.23571], [-3.09138, -0.22714, 0.74630], [-0.00436, 2.19943, -1.74045], [1.59824, 2.66938, -1.06539], [4.15255, -0.99534, -0.28849]], "forces_ev_per_angstrom": [[0.13, -0.74, 0.55], [-6.43, -0.53, -1.05], [1.17, 0.65, 2.18], [2.78, -4.08, 1.41], [0.11, 0.26, -0.88], [0.67, 0.78, -0.56], [0.38, 0.51, -0.75], [2.75, 3.84, -0.54], [-1.15, 0.36, -0.40], [-0.03, -0.07, 0.16], [0.12, 0.13, -0.04], [-0.24, -0.12, -0.04], [0.09, -0.02, -0.04], [-0.22, -0.14, 0.07], [0.06, 0.03, -0.38], [-1.10, 0.30, 1.09], [0.73, -0.61, -1.01], [0.18, -0.56, 0.23]], "lowdin_charge": [-0.030, -0.338, -0.321, -0.246, 0.122, 0.082, 0.024, -0.107, 0.126, 0.098, 0.096, 0.100, 0.075, 0.084, 0.082, 0.064, 0.065, 0.021], "relative_energy_kcal_mol": 152.7, "lumo_energy_ha": -0.002, "homo_energy_ev": -6.8, "fmax_ha_per_bohr": 0.127, "homo_lumo_gap_ha": 0.2482}

---

(3)
{"formula": "C5H6NO2S2", "method": "ωB97M-V/def2-TZVPD", "symbols": ["C", "C", "C", "C", "C", "N", "O", "O", "S", "S", "H", "H", "H", "H", "H", "H"], "coordinates": [[2.07128, -1.45995, 0.33457], [1.51352, -0.30909, -0.09279], [1.21205, -2.40906, 0.66543], [0.14996, -0.35098, -0.01742], [-0.29973, 1.89950, -0.54346], [-0.70537, 0.59854, -0.16490], [-3.32234, 1.05892, -1.23604], [-3.09447, 0.59621, 1.13550], [-0.45352, -2.00535, 0.24231], [-2.67482, 0.17427, -0.22277], [3.08759, -1.59754, 0.74082], [1.98568, 0.61450, -0.22209], [1.36257, -3.37427, 1.18006], [0.42233, 2.19531, 0.18155], [-0.00778, 1.79132, -1.61294], [-1.24696, 2.57768, -0.36783]], "forces_ev_per_angstrom": [[3.06, -2.08, 2.25], [-1.03, 2.06, -0.66], [-1.69, -3.24, 0.39], [-0.82, -1.43, -0.64], [-2.72, 0.35, -0.32], [-3.09, 1.07, -0.12], [1.48, -0.61, 0.59], [0.64, -0.37, -0.81], [1.20, 0.47, 0.62], [-1.21, 0.72, 0.53], [-0.21, 0.33, -0.79], [0.87, 1.07, -0.26], [0.21, 0.72, -0.55], [1.17, 0.80, 0.01], [0.32, 1.13, 0.58], [1.84, -1.01, -0.81]], "lowdin_charge": [-0.294, -0.184, -0.484, -0.647, -0.138, -0.310, -0.532, -0.527, 0.925, 0.699, 0.107, 0.069, 0.049, 0.061, 0.098, 0.110], "relative_energy_kcal_mol": 0.0, "charge": -1, "lumo_energy_ha": 0.123, "homo_energy_ev": -3.3, "fmax_ha_per_bohr": 0.084, "homo_lumo_gap_ha": 0.2435}

---

Which formula does entry 1 have?
C12H26N2O3